Version w
H26KrO13 | ωB97M-V with the def2-TZVPD basis set

Last column: Löwdin charge in e.
Geometry (Å):
Kr -0.110 -0.277 -0.348  0.30
O 1.938 -2.455 3.078  -0.05
H 1.684 -1.547 2.913  -0.02
H 1.109 -2.921 3.181  0.02
O 3.316 1.507 1.661  -0.04
H 4.033 0.891 1.815  0.06
H 2.599 1.181 2.205  0.00
O -1.335 -2.151 -3.057  -0.06
H -1.983 -2.218 -3.759  0.08
H -0.732 -2.876 -3.217  0.08
O -3.679 -2.059 1.437  -0.03
H -3.345 -2.938 1.254  0.06
H -3.751 -1.646 0.576  0.02
O 0.281 0.025 -3.763  -0.10
H 1.062 -0.455 -3.488  -0.03
H -0.450 -0.533 -3.494  -0.04
O 1.008 0.449 2.900  -0.07
H 0.073 0.251 2.843  -0.01
H 1.137 0.738 3.803  0.07
O -2.949 1.788 -1.164  -0.05
H -2.301 2.339 -0.724  0.04
H -2.963 2.107 -2.066  0.05
O -1.610 -0.874 2.669  -0.09
H -1.367 -1.562 3.288  0.06
H -2.334 -1.247 2.166  -0.01
O 2.814 -0.745 -2.852  -0.07
H 3.020 -0.162 -2.121  -0.05
H 3.524 -0.604 -3.479  0.05
O 3.435 0.883 -0.993  -0.05
H 3.323 1.179 -0.090  0.00
H 4.362 1.027 -1.180  0.07
O 1.489 4.041 -1.464  -0.05
H 1.501 3.351 -0.801  0.02
H 2.068 3.720 -2.156  0.03
O -3.335 -1.156 -1.461  -0.07
H -2.935 -0.292 -1.364  -0.03
H -2.651 -1.694 -1.860  -0.02
O -1.682 1.869 2.927  -0.06
H -1.917 1.001 2.599  -0.02
H -2.348 2.065 3.585  0.04

Output
LUMO energy = 0.072 eV
2S+1 = 1
Frontier orbital gap = 10.3 eV
E_HOMO = -10.2 eV

Version x
H26KrO13 | ωB97M-V with the def2-TZVPD basis set

Last column: Löwdin charge in e.
Geometry (Å):
Kr -0.178 0.005 -0.201  0.29
O -0.132 -4.023 -0.038  -0.05
H -1.000 -3.934 0.356  0.06
H -0.110 -3.354 -0.723  0.00
O -3.405 -0.373 2.434  -0.05
H -3.475 -0.067 3.338  0.03
H -3.197 0.414 1.930  -0.03
O 3.234 -1.027 1.748  -0.07
H 3.399 -1.309 0.848  -0.02
H 2.871 -0.146 1.661  -0.01
O 1.693 3.079 -0.203  -0.06
H 1.953 2.257 -0.618  -0.01
H 2.504 3.583 -0.137  0.05
O 2.358 0.950 -2.364  -0.05
H 3.130 1.251 -2.843  0.07
H 1.657 0.949 -3.016  0.06
O -3.332 1.219 -1.730  -0.05
H -3.941 0.785 -1.132  0.05
H -3.515 2.153 -1.622  0.05
O -2.051 -0.387 -3.813  -0.05
H -1.252 0.141 -3.818  0.04
H -2.533 -0.084 -3.044  0.00
O -2.637 2.306 1.531  -0.04
H -2.223 2.823 0.839  0.07
H -3.119 2.948 2.053  0.08
O 2.067 1.589 2.191  -0.07
H 1.215 1.460 2.607  -0.01
H 1.917 2.282 1.547  -0.01
O 3.468 -1.207 -0.876  -0.04
H 2.917 -0.612 -1.384  -0.01
H 3.357 -2.058 -1.301  0.06
O 1.121 -2.954 2.118  -0.09
H 0.959 -3.248 1.222  -0.04
H 1.806 -2.291 2.034  -0.03
O -0.567 1.576 3.108  -0.06
H -1.308 1.795 2.543  -0.03
H -0.678 0.645 3.299  0.05
O -0.619 -2.378 -2.726  -0.08
H -1.111 -3.110 -3.098  0.05
H -1.240 -1.650 -2.721  -0.04

Output
LUMO energy = -0.596 eV
2S+1 = 1
Frontier orbital gap = 8.8 eV
E_HOMO = -9.4 eV

Which of the structures shown above is the most stable? The most stable is version w.